{
  "formula": "C39H55FN8O2",
  "method": "ωB97M-V with the def2-TZVPD basis set",
  "elements": ["C", "O", "C", "C", "C", "C", "C", "F", "O", "C", "H", "H", "H", "H", "H", "H", "H", "H", "H", "H", "H", "H", "H", "H", "H", "C", "C", "C", "N", "C", "H", "H", "H", "H", "H", "C", "C", "C", "N", "C", "H", "H", "H", "H", "H", "C", "C", "C", "N", "C", "H", "H", "H", "H", "H", "C", "C", "C", "N", "C", "H", "H", "H", "H", "H", "C", "C", "C", "N", "C", "H", "H", "H", "H", "H", "C", "C", "C", "N", "C", "H", "H", "H", "H", "H", "C", "C", "C", "N", "C", "H", "H", "H", "H", "H", "C", "C", "C", "N", "C", "H", "H", "H", "H", "H"],
  "coordinates": [[-1.552, -2.943, 0.621], [-2.453, -2.208, -0.297], [-1.822, -2.025, -1.629], [-1.122, -0.529, -1.810], [-0.207, -0.499, -3.169], [1.352, -0.965, -2.971], [1.581, -2.214, -1.935], [2.284, 0.168, -2.628], [-0.458, -0.031, -0.596], [-0.025, 1.376, -0.739], [-0.491, -2.419, 0.649], [-1.494, -4.044, 0.219], [-2.023, -2.862, 1.710], [-2.728, -2.034, -2.407], [-1.123, -2.911, -1.951], [-2.037, 0.212, -2.012], [-0.192, 0.632, -3.537], [-0.721, -1.140, -4.007], [1.721, -1.347, -4.041], [2.761, -2.369, -1.837], [1.193, -2.036, -0.845], [1.139, -3.244, -2.297], [-0.436, 1.892, -1.710], [1.164, 1.386, -0.669], [-0.392, 2.033, 0.188], [5.293, -2.308, 0.131], [5.981, -2.651, 1.319], [5.506, -1.832, 2.319], [4.559, -1.004, 1.775], [4.418, -1.290, 0.442], [5.420, -2.755, -0.846], [6.740, -3.414, 1.434], [5.761, -1.767, 3.369], [4.044, -0.293, 2.278], [3.711, -0.746, -0.169], [6.597, -3.435, -5.605], [7.285, -3.779, -4.416], [6.810, -2.960, -3.416], [5.863, -2.131, -3.961], [5.723, -2.418, -5.294], [6.724, -3.883, -6.582], [8.044, -4.541, -4.302], [7.065, -2.895, -2.367], [5.349, -1.421, -3.457], [5.016, -1.874, -5.905], [-3.025, 5.130, 2.239], [-3.117, 3.931, 1.494], [-2.697, 4.210, 0.213], [-2.360, 5.537, 0.157], [-2.551, 6.105, 1.390], [-3.275, 5.268, 3.283], [-3.452, 2.966, 1.853], [-2.611, 3.580, -0.663], [-2.021, 6.022, -0.664], [-2.336, 7.152, 1.557], [-4.694, 1.451, 5.654], [-5.541, 2.584, 5.601], [-6.040, 2.664, 4.320], [-5.520, 1.622, 3.597], [-4.703, 0.873, 4.404], [-4.139, 1.094, 6.511], [-5.763, 3.267, 6.410], [-6.717, 3.372, 3.862], [-5.711, 1.434, 2.621], [-4.197, -0.002, 4.019], [-9.499, 2.708, 8.663], [-8.342, 2.257, 7.984], [-8.715, 1.952, 6.694], [-10.057, 2.199, 6.572], [-10.543, 2.665, 7.766], [-9.564, 3.030, 9.694], [-7.343, 2.166, 8.392], [-8.141, 1.581, 5.855], [-10.604, 2.059, 5.732], [-11.588, 2.924, 7.875], [6.915, 2.742, 5.006], [6.893, 3.210, 3.670], [6.316, 2.225, 2.900], [5.993, 1.178, 3.723], [6.350, 1.487, 5.010], [7.300, 3.265, 5.871], [7.259, 4.163, 3.309], [6.109, 2.180, 1.839], [5.558, 0.314, 3.428], [6.173, 0.787, 5.816], [2.162, -7.048, -5.166], [3.040, -7.351, -6.234], [3.954, -6.324, -6.317], [3.655, -5.411, -5.340], [2.567, -5.846, -4.629], [1.325, -7.644, -4.824], [3.010, -8.224, -6.872], [4.789, -6.165, -6.987], [4.159, -4.550, -5.170], [2.174, -5.265, -3.806], [-3.025, 2.493, -5.926], [-3.999, 1.929, -5.067], [-3.674, 2.297, -3.780], [-2.536, 3.060, -3.832], [-2.137, 3.189, -5.137], [-2.979, 2.403, -7.003], [-4.845, 1.320, -5.355], [-4.153, 2.081, -2.835], [-2.066, 3.464, -3.033], [-1.256, 3.763, -5.392]],
  "forces_ev_per_angstrom": [[0.068, 0.454, 0.139], [2.218, -0.549, -0.963], [-0.831, 0.521, -0.397], [-1.264, 0.257, -0.701], [0.479, 1.191, 0.558], [-0.087, -1.416, -1.002], [1.275, 0.082, 0.494], [-2.070, -2.193, -0.406], [-0.274, 0.679, -1.866], [0.724, 0.783, 1.013], [-2.124, -1.192, -0.071], [0.102, 1.973, 1.102], [0.940, -0.368, -2.509], [1.991, 0.093, 1.664], [-1.136, 1.678, 0.973], [1.816, -1.542, 0.327], [0.049, -2.485, 0.538], [1.094, 1.145, 1.659], [-0.621, 1.054, 2.356], [-2.539, 0.285, -0.286], [0.603, -0.024, -2.242], [0.752, 2.293, 0.352], [0.947, -1.158, 1.755], [-2.593, 0.099, -0.612], [0.489, -1.678, -1.919], [-0.312, 0.282, -0.109], [0.100, 0.054, 0.446], [0.137, -0.192, -0.049], [-0.060, -0.014, -0.065], [-0.012, 0.067, -0.148], [-0.083, 0.036, 0.182], [-0.139, 0.142, 0.006], [0.009, -0.146, -0.159], [-0.021, -0.302, -0.290], [0.110, -0.078, 0.062], [-0.267, 0.127, -0.178], [0.063, 0.021, 0.405], [0.080, -0.036, -0.016], [-0.044, -0.079, 0.068], [-0.113, 0.037, -0.090], [-0.017, 0.099, 0.142], [-0.144, 0.140, -0.004], [0.022, -0.011, -0.222], [0.178, -0.208, -0.163], [0.157, -0.067, 0.055], [0.107, 0.405, 0.002], [0.036, -0.240, -0.358], [-0.053, -0.045, 0.022], [0.072, 0.033, -0.055], [-0.057, 0.005, 0.086], [0.043, -0.038, -0.181], [0.084, 0.155, -0.032], [-0.054, 0.042, 0.180], [-0.140, -0.166, 0.355], [-0.054, -0.192, 0.000], [0.145, -0.299, -0.193], [-0.160, 0.266, -0.227], [0.020, 0.140, 0.043], [-0.025, -0.054, -0.003], [0.096, -0.065, 0.030], [-0.092, 0.044, -0.159], [-0.007, -0.120, -0.163], [0.129, -0.090, 0.108], [0.068, 0.064, 0.385], [-0.072, 0.151, 0.090], [-0.419, 0.097, -0.024], [0.159, -0.120, -0.358], [0.045, -0.107, -0.036], [0.025, 0.029, 0.027], [-0.080, 0.023, 0.134], [-0.013, -0.048, -0.180], [-0.164, -0.001, -0.100], [-0.053, 0.082, 0.212], [0.235, 0.062, 0.351], [0.189, -0.037, 0.021], [-0.103, -0.308, 0.275], [-0.121, -0.076, -0.387], [0.033, 0.082, -0.082], [-0.108, 0.073, 0.092], [0.059, 0.052, 0.101], [-0.071, -0.109, -0.141], [-0.070, -0.177, 0.045], [0.073, 0.014, 0.169], [0.449, 0.473, 0.140], [0.055, 0.143, -0.113], [-0.141, 0.200, 0.294], [0.285, 0.068, -0.215], [-0.031, 0.052, 0.015], [-0.113, -0.117, 0.026], [-0.015, -0.007, -0.077], [0.142, 0.102, -0.043], [0.021, 0.154, 0.108], [-0.153, -0.048, 0.115], [0.032, -0.237, -0.065], [0.056, -0.122, -0.123], [0.355, 0.235, -0.025], [-0.127, -0.066, 0.393], [-0.096, -0.136, 0.034], [0.015, 0.018, 0.040], [0.082, -0.025, -0.153], [0.005, 0.036, 0.191], [0.140, 0.115, 0.073], [0.044, 0.027, -0.169], [-0.201, -0.135, -0.336], [-0.157, -0.110, 0.007]],
  "mulliken_charge": [-0.452, -0.351, -0.608, 0.640, -0.559, 0.395, -0.217, -0.399, -0.369, -0.352, 0.150, 0.260, 0.220, 0.288, 0.170, -0.051, 0.138, 0.417, 0.204, 0.077, -0.053, 0.011, 0.070, 0.120, 0.244, 0.220, -1.062, -0.250, -0.010, -1.035, 0.444, 0.422, 0.410, 0.287, 0.521, -0.346, -0.512, -0.478, 0.078, -0.733, 0.496, 0.410, 0.488, 0.236, 0.382, -0.550, -0.348, -0.811, 0.076, -0.508, 0.426, 0.545, 0.600, 0.193, 0.375, -0.457, -0.159, -0.817, 0.087, -0.692, 0.411, 0.544, 0.388, 0.216, 0.465, -0.558, -0.240, -0.484, -0.018, -0.455, 0.377, 0.441, 0.385, 0.202, 0.369, -0.365, -0.639, -0.186, 0.150, -0.581, 0.380, 0.373, 0.354, 0.215, 0.323, -0.446, -0.664, -0.216, 0.146, -0.356, 0.382, 0.372, 0.343, 0.222, 0.239, -0.364, -0.666, -0.337, 0.153, -0.632, 0.422, 0.418, 0.433, 0.163, 0.400],
  "homo_ev": -8.01,
  "charge": 0,
  "e_tot_ev": -60061.705,
  "smiles": "COC[C@H](C[C@H](C)F)OC.c1cc[nH]c1.c1cc[nH]c1.c1cc[nH]c1.c1cc[nH]c1.c1cc[nH]c1.c1cc[nH]c1.c1cc[nH]c1.c1cc[nH]c1",
  "gap_ha": 0.3038
}